<i>
DFT (wB97M-V/def2-TZVPD) results for C4H9NO in the gas phase.

Structure (ORCA input):
```
! RIJCOSX wB97M-V def2-TZVPD def2/J DEFGRID3
* xyz 0 1
C -1.48 -0.92 -0.05
C -0.25 -0.02 -0.30
C 1.28 -0.58 -0.54
O 2.34 0.32 -0.69
C -0.45 1.41 0.00
N 0.35 0.68 0.93
H -2.05 -0.58 0.83
H -2.21 -0.99 -0.86
H -1.18 -1.95 0.16
H 1.53 -1.28 0.28
H 1.21 -1.11 -1.46
H 2.44 0.82 0.14
H -1.40 1.71 0.43
H 0.05 2.18 -0.57
H -0.16 0.30 1.71
*
```

Values from the calculation:
orbital gap	10.45	eV
SMILES	C[C@@]1(CO)CN1
E_LUMO	0.97	eV



<ii>
DFT (wB97M-V/def2-TZVPD) results for C4H9NO in the gas phase.

Structure (ORCA input):
```
! RIJCOSX wB97M-V def2-TZVPD def2/J DEFGRID3
* xyz 0 1
C -0.81 -1.29 0.82
C -0.32 -0.13 -0.08
C -1.22 1.12 0.06
C 1.13 0.16 0.38
N 2.15 0.27 -0.53
O 1.37 0.24 1.57
H -0.95 -0.96 1.85
H -0.02 -2.03 0.80
H -1.74 -1.75 0.48
H -0.38 -0.47 -1.13
H -0.84 1.93 -0.57
H -2.26 0.93 -0.24
H -1.23 1.45 1.10
H 2.04 0.27 -1.53
H 3.08 0.44 -0.16
*
```

Values from the calculation:
orbital gap	10.69	eV
SMILES	CC(C)C(N)=O
E_LUMO	0.93	eV



<iii>
DFT (wB97M-V/def2-TZVPD) results for a molecular structure, C4H9NO.

Structure (ORCA input):
```
! RIJCOSX wB97M-V def2-TZVPD def2/J DEFGRID3
* xyz 0 1
C 2.37 0.79 0.49
C 1.09 0.30 -0.14
N -0.06 0.29 0.62
C -0.46 -0.94 0.21
O -1.73 -1.23 -0.16
C -2.56 -0.11 -0.43
H 2.16 1.73 1.03
H 2.72 0.07 1.24
H 3.17 0.96 -0.24
H 0.68 -1.05 -0.65
H 0.99 0.50 -1.20
H -0.03 -1.80 0.73
H -3.39 -0.49 -1.04
H -2.02 0.67 -0.96
H -2.95 0.31 0.50
*
```

Values from the calculation:
orbital gap	9.94	eV
E_LUMO	0.93	eV



Result of the stability comparison: <ii> is the most stable of them.



<i>
DFT (wB97M-V/def2-TZVPD) results for 2 unconnected molecules or ions with the total composition C5H8O4.

Structure (ORCA input):
```
! RIJCOSX wB97M-V def2-TZVPD def2/J DEFGRID3
* xyz -2 1
C 0.85 2.56 0.05
C 2.01 1.86 -0.66
O 1.67 1.01 -1.51
O 3.18 2.22 -0.35
H 0.73 2.12 1.04
H -0.07 2.49 -0.53
H 1.03 3.63 0.30
C -0.76 -1.90 0.61
C -0.23 -1.80 -0.81
C -2.00 -0.99 0.97
O -2.78 -0.71 0.04
O -2.06 -0.67 2.19
H -1.14 -2.88 0.92
H -0.04 -1.61 1.37
H -0.61 -2.63 -1.40
H 0.85 -1.77 -0.88
H -0.62 -0.94 -1.36
*
```

Values from the calculation:
orbital gap	7.99	eV
E_LUMO	6.77	eV



<ii>
DFT (wB97M-V/def2-TZVPD) results for 2 unconnected molecules or ions with the total composition C5H8O4.

Structure (ORCA input):
```
! RIJCOSX wB97M-V def2-TZVPD def2/J DEFGRID3
* xyz -2 1
C 0.08 -2.38 -0.80
C 0.34 -1.48 -2.03
O -0.24 -1.78 -3.11
O 1.15 -0.56 -1.83
H -0.73 -3.09 -0.94
H -0.14 -1.76 0.07
H 0.99 -2.95 -0.61
C -0.80 1.48 0.65
C -0.18 2.87 0.51
C -0.25 0.66 1.86
O 0.95 0.82 2.17
O -1.12 -0.05 2.44
H -1.88 1.47 0.79
H -0.63 0.95 -0.29
H 0.74 2.92 1.11
H -0.82 3.69 0.83
H 0.13 3.10 -0.51
*
```

Values from the calculation:
orbital gap	7.77	eV
E_LUMO	6.74	eV



<iii>
DFT (wB97M-V/def2-TZVPD) results for 2 unconnected molecules or ions with the total composition C5H8O4.

Structure (ORCA input):
```
! RIJCOSX wB97M-V def2-TZVPD def2/J DEFGRID3
* xyz -2 1
C 0.16 2.01 -1.69
C -1.31 2.39 -2.13
O -1.98 2.97 -1.25
O -1.64 1.99 -3.27
H 0.90 2.77 -1.99
H 0.57 1.11 -2.18
H 0.22 1.91 -0.61
C 0.12 -1.37 0.72
C 0.90 -0.62 1.79
C -0.31 -2.81 1.17
O 0.61 -3.43 1.78
O -1.48 -3.21 1.01
H -0.79 -0.80 0.51
H 0.69 -1.53 -0.21
H 1.77 -0.02 1.50
H 1.35 -1.35 2.46
H 0.20 0.00 2.38
*
```

Values from the calculation:
orbital gap	8.03	eV
E_LUMO	6.41	eV



Result of the stability comparison: <iii> is the most stable of them.



<i>
DFT (wB97M-V/def2-TZVPD) results for C3H7NOS in the gas phase.

Structure (ORCA input):
```
! RIJCOSX wB97M-V def2-TZVPD def2/J DEFGRID3
* xyz 0 1
O -0.57 -1.62 1.72
C -0.99 -0.96 0.82
N -0.88 -1.28 -0.53
C 0.07 -0.56 -1.40
C 0.13 0.92 -1.22
S 1.06 1.48 0.30
H -1.65 -0.10 1.04
H -0.85 -2.27 -0.70
H -0.15 -0.87 -2.42
H 1.06 -1.02 -1.22
H -0.81 1.40 -0.99
H 0.77 1.33 -1.99
H 0.12 1.59 1.24
*
```

Values from the calculation:
orbital gap	10.09	eV
SMILES	O=CNCCS
E_LUMO	0.74	eV



<ii>
DFT (wB97M-V/def2-TZVPD) results for C3H7NOS in the gas phase.

Structure (ORCA input):
```
! RIJCOSX wB97M-V def2-TZVPD def2/J DEFGRID3
* xyz 0 1
O -1.81 1.92 -1.56
C -1.63 1.48 -0.45
N -0.56 0.69 -0.23
C 0.22 0.09 -1.33
C 0.66 -1.32 -0.91
S 1.79 -1.27 0.58
H -2.33 1.69 0.33
H -0.40 0.32 0.73
H -0.35 0.09 -2.26
H 1.13 0.67 -1.48
H 1.26 -1.78 -1.72
H -0.25 -1.90 -0.75
H 2.09 -2.56 0.75
*
```

Values from the calculation:
orbital gap	10.30	eV
SMILES	O=CNCCS
E_LUMO	0.70	eV



Result of the stability comparison: <ii> is the most stable of them.



<i>
DFT (wB97M-V/def2-TZVPD) results for C3H7NOS in the gas phase.

Structure (ORCA input):
```
! RIJCOSX wB97M-V def2-TZVPD def2/J DEFGRID3
* xyz 0 1
C 1.85 0.97 -0.69
C -1.14 -0.46 1.18
C 0.56 1.10 -0.66
N -0.23 -1.89 -0.42
O -0.08 -2.64 -1.62
S -0.70 -0.44 -0.63
H -0.38 -3.54 -1.35
H 2.47 0.06 -0.79
H 2.59 1.82 -0.95
H -0.76 -1.40 1.50
H -2.21 -0.24 1.40
H -0.60 0.30 1.55
H 0.07 2.07 -0.57
*
```

Values from the calculation:
orbital gap	8.59	eV
E_LUMO	0.84	eV



<ii>
DFT (wB97M-V/def2-TZVPD) results for 2 unconnected molecules or ions with the total composition C3H7NOS.

Structure (ORCA input):
```
! RIJCOSX wB97M-V def2-TZVPD def2/J DEFGRID3
* xyz 0 1
C 0.89 0.21 1.29
C 1.82 0.51 0.17
C 0.50 1.09 0.27
N -2.75 -0.58 -1.15
O -1.21 -1.63 0.39
S -1.25 -0.79 -0.78
H 0.31 -0.78 1.21
H 1.29 0.29 2.31
H 2.60 1.19 0.28
H 2.04 -0.28 -0.53
H 0.02 2.03 0.25
H -3.23 0.18 -1.69
H -1.05 -1.45 -2.00
*
```

Values from the calculation:
orbital gap (alpha / beta)	8.90 / 6.65	eV
E_LUMO (alpha / beta)	-0.19 / -1.45	eV



<iii>
DFT (wB97M-V/def2-TZVPD) results for C3H7NOS in the gas phase.

Structure (ORCA input):
```
! RIJCOSX wB97M-V def2-TZVPD def2/J DEFGRID3
* xyz 0 1
C 0.58 0.65 -0.19
C 1.55 -0.27 0.55
C -0.25 -0.54 -0.60
N -2.40 0.39 0.41
O 2.68 -0.82 -0.02
S -1.86 -1.14 -0.14
H 0.03 1.26 0.46
H 0.94 1.29 -0.94
H 1.31 -0.66 1.53
H 0.08 -1.06 -1.37
H -2.84 0.89 -0.38
H -3.12 0.17 1.03
H 3.32 -0.15 -0.34
*
```

Values from the calculation:
orbital gap	7.51	eV
E_LUMO	0.72	eV



Result of the stability comparison: <iii> is the most stable of them.



<i>
DFT (wB97M-V/def2-TZVPD) results for C4H9O2P in the gas phase.

Structure (ORCA input):
```
! RIJCOSX wB97M-V def2-TZVPD def2/J DEFGRID3
* xyz 0 1
C -2.02 -0.18 -0.28
C -0.48 0.00 -0.46
C 0.16 1.35 0.14
O 1.57 1.18 -0.02
P 2.13 -0.21 0.29
O 3.29 -0.41 -0.57
C 0.34 -1.07 0.25
H -2.40 -0.15 0.79
H -2.32 -1.21 -0.84
H -2.62 0.47 -0.92
H -0.35 0.18 -1.55
H -0.05 2.19 -0.59
H -0.01 1.57 1.25
H 2.42 -0.34 1.63
H -0.10 -1.39 1.26
H 0.43 -1.97 -0.37
*
```

Values from the calculation:
orbital gap	10.99	eV
SMILES	C[C@H]1CO[P@H](=O)C1
E_LUMO	0.83	eV



<ii>
DFT (wB97M-V/def2-TZVPD) results for a molecular structure, C4H9O2P.

Structure (ORCA input):
```
! RIJCOSX wB97M-V def2-TZVPD def2/J DEFGRID3
* xyz 0 1
C -3.62 -0.35 -0.38
C -0.10 -1.49 0.49
C 0.17 0.71 -1.48
C 0.07 1.31 1.54
O -4.31 0.50 -0.73
O -1.96 0.50 0.04
P -0.49 0.28 0.15
H 0.92 -1.67 0.16
H -0.92 -1.99 -0.06
H -0.07 -1.46 1.60
H 0.34 1.80 -1.66
H -0.64 0.46 -2.14
H 1.11 0.23 -1.71
H 0.93 0.79 1.94
H -0.70 1.39 2.26
H 0.41 2.34 1.29
*
```

Values from the calculation:
orbital gap	9.55	eV
E_LUMO	0.56	eV



<iii>
DFT (wB97M-V/def2-TZVPD) results for 2 unconnected molecules or ions with the total composition C4H9O2P.

Structure (ORCA input):
```
! RIJCOSX wB97M-V def2-TZVPD def2/J DEFGRID3
* xyz 0 1
C 1.20 -1.20 -1.05
P 0.02 -0.51 0.11
C 0.78 -0.59 1.79
O -1.34 -1.03 0.09
H 1.19 -0.83 -2.08
H 2.21 -1.16 -0.58
H 0.88 -2.33 -1.17
H 0.15 0.89 -0.40
H 1.86 -0.44 1.81
H 0.51 0.24 2.43
H 0.60 -1.70 2.22
C -2.86 1.34 -1.26
C -1.79 1.74 -1.92
O -0.89 2.13 -2.55
H -3.81 1.65 -1.59
H -2.58 1.11 -0.27
*
```

Values from the calculation:
orbital gap	9.77	eV
SMILES	C[PH](C)=O.C=C=O
E_LUMO	0.81	eV



Result of the stability comparison: <i> is the most stable of them.



<i>
DFT (wB97M-V/def2-TZVPD) results for C2H4N4S in the gas phase.

Structure (ORCA input):
```
! RIJCOSX wB97M-V def2-TZVPD def2/J DEFGRID3
* xyz 0 1
N -1.93 -0.02 -0.24
N -0.78 -0.01 0.44
C -0.01 1.14 0.61
N 1.20 1.34 0.11
N 1.93 0.35 -0.43
C 1.63 -0.87 -0.27
S 0.22 -1.58 0.41
H -1.77 0.20 -1.22
H -2.49 -0.79 -0.13
H -0.36 1.96 1.22
H 2.37 -1.72 -0.49
*
```

Values from the calculation:
orbital gap	8.27	eV
SMILES	NN1C=NN=CS1
E_LUMO	0.02	eV



<ii>
DFT (wB97M-V/def2-TZVPD) results for C2H4N4S in the gas phase.

Structure (ORCA input):
```
! RIJCOSX wB97M-V def2-TZVPD def2/J DEFGRID3
* xyz 0 1
N 0.60 2.24 0.56
C 0.18 0.96 0.23
N -1.08 0.62 0.14
N -1.04 -0.68 -0.27
C 0.27 -1.03 -0.39
S 0.75 -2.69 -0.79
N 1.05 -0.06 -0.07
H 1.59 2.27 0.77
H 0.09 2.58 1.31
H -1.87 -1.21 -0.52
H -0.53 -3.01 -0.96
*
```

Values from the calculation:
orbital gap	9.24	eV
SMILES	Nc1n[nH]c(S)n1
E_LUMO	0.58	eV



Result of the stability comparison: <ii> is the most stable of them.